A molecular structure, C38H104CaN4O31P2S6 at a distorted geometry. Source: the Open Molecules 2025 dataset; level of theory: wB97M-V/def2-TZVPD.

```
186
Properties=species:S:1:pos:R:3:forces:R:3:mulliken_charge:R:1
Ca 0.465393 -4.085979 -1.215815 1.2 0.6 -4.2 1.112
C -1.403778 2.593645 -1.904701 0.4 0.5 0.2 -1.543
C -0.277374 1.763604 -1.343504 0.3 -0.7 0.5 0.585
C -0.754312 0.456465 -0.560227 1.0 0.7 -0.1 -0.915
O 0.334748 -0.354241 -0.192809 0.4 -0.5 -0.4 -0.426
C 1.010167 -0.054007 1.052925 -1.7 -0.7 -0.7 -0.777
N 0.733205 1.431304 -2.458493 -0.2 -0.2 0.6 -0.141
H 1.641268 1.839783 -2.289161 0.7 0.0 0.6 0.265
H 0.864073 0.431342 -2.513736 0.2 -0.8 -0.5 0.267
H 0.584520 1.847590 -3.366622 -0.9 -0.1 -0.9 0.316
H -1.824362 3.253963 -1.146284 -0.2 -0.4 0.3 0.377
H -2.180233 1.969683 -2.347290 0.1 0.3 -0.3 0.404
H -0.932833 3.306529 -2.581534 -0.4 -0.1 -0.6 0.464
H 0.370151 2.365879 -0.706280 -0.4 0.0 0.5 0.115
H -1.438571 -0.160256 -1.142929 0.1 0.1 -0.3 0.436
H -1.276231 0.726340 0.357857 -0.3 0.6 -0.1 0.483
H 2.066611 -0.225671 0.846629 0.0 0.8 0.4 0.233
H 0.661591 -0.762589 1.804259 0.2 -0.4 0.0 0.290
H 0.564829 0.874859 1.409249 1.2 0.6 0.1 0.401
C -2.337788 1.546814 -8.146874 -0.8 -1.0 -1.2 -1.461
C -1.809893 0.049473 -8.248467 0.5 1.7 2.6 0.436
C -2.261009 -0.755582 -9.406382 0.4 -1.1 -2.8 -0.781
O -3.362473 -1.562828 -9.141965 -0.6 0.3 2.2 -0.285
C -4.045566 -2.274578 -10.145155 0.4 0.4 0.1 -0.757
N -0.311662 0.159687 -8.080307 1.2 0.8 -2.0 -0.289
H 0.264933 -0.657873 -7.941646 -0.2 -1.0 1.2 0.306
H 0.213029 0.529343 -8.860142 -0.3 0.3 -1.6 0.380
H -0.025471 0.941074 -7.507914 0.0 0.1 1.8 0.234
H -3.404639 1.536887 -8.370166 -0.2 -0.3 0.5 0.402
H -2.015577 2.152515 -8.993874 0.7 -0.2 -0.1 0.422
H -2.181666 2.154015 -7.255235 0.3 -0.7 0.2 0.425
H -1.986231 -0.563338 -7.364463 -0.9 0.3 0.2 0.306
H -1.487957 -1.446883 -9.741947 0.8 0.0 0.2 0.397
H -2.424894 -0.140858 -10.291444 -0.3 0.5 -0.1 0.369
H -4.678960 -1.567103 -10.680319 -0.1 -0.2 -0.4 0.299
H -4.657786 -3.016499 -9.632449 0.0 0.2 0.0 0.226
H -3.355318 -2.812413 -10.795073 0.0 0.1 -0.3 0.321
C 2.683066 9.049526 -4.555991 -0.6 0.9 -0.6 -1.465
C 2.653549 8.254563 -3.319024 0.1 -0.9 3.1 0.375
C 1.348691 7.529529 -2.847227 0.5 -0.8 -0.5 -0.917
O 1.541834 6.584311 -1.767337 0.8 0.4 0.3 -0.158
C 1.476967 7.088905 -0.405013 -1.6 1.2 -0.9 -0.887
N 3.821631 7.256219 -3.442641 -1.9 -0.7 -1.7 -0.280
H 3.631237 6.853856 -4.349258 0.1 0.0 -2.4 0.202
H 4.773156 7.568190 -3.574437 0.3 0.3 0.6 0.418
H 3.697503 6.302854 -3.133158 0.3 -0.6 2.2 0.316
H 2.403487 8.471305 -5.436674 0.6 -0.2 -0.1 0.435
H 3.682038 9.485589 -4.557250 0.0 0.0 -0.8 0.424
H 1.999640 9.898588 -4.568389 -0.1 0.0 0.4 0.401
H 2.888576 8.857114 -2.441647 0.4 0.3 -0.1 0.197
H 0.947157 6.967196 -3.690224 0.1 -0.4 0.1 0.419
H 0.584655 8.277529 -2.635411 0.2 0.3 0.4 0.419
H 0.488807 7.544443 -0.340828 -0.2 0.3 0.2 0.362
H 2.163086 7.893808 -0.141425 0.5 -0.2 -0.3 0.293
H 1.444589 6.366578 0.410638 0.6 -0.7 -0.8 0.285
C 7.774519 -0.933933 -1.126970 -0.1 2.2 -0.3 -1.463
C 6.408196 -0.134522 -1.097195 -0.5 -1.3 1.0 0.278
C 6.335474 1.182769 -0.216908 -0.7 -1.2 -1.1 -0.717
O 4.960349 1.572668 -0.018815 1.2 -0.7 -0.7 -0.181
C 4.786445 2.399875 1.116328 -1.1 -0.7 0.1 -0.732
N 5.766596 0.012261 -2.441562 1.3 0.4 -0.5 -0.123
H 5.022572 -0.665715 -2.524584 -0.9 0.1 -0.4 0.245
H 5.454871 0.966459 -2.553112 -0.7 0.5 -0.8 0.277
H 6.407335 -0.234090 -3.182420 0.3 0.4 -0.7 0.346
H 7.802979 -1.803099 -1.784106 -0.5 -0.2 0.5 0.417
H 8.170298 -1.082171 -0.122233 -0.6 -0.7 0.1 0.381
H 8.563387 -0.288156 -1.512672 0.0 0.3 -0.4 0.420
H 5.639991 -0.844416 -0.790583 0.5 0.1 1.8 0.171
H 6.857745 2.012928 -0.692489 0.4 0.0 0.0 0.392
H 6.822190 0.877758 0.709467 0.0 0.3 0.3 0.424
H 3.740953 2.275054 1.398206 -0.1 -0.2 0.2 0.143
H 4.849631 3.471347 0.926414 0.9 0.0 -0.1 0.290
H 5.394338 1.964932 1.909668 0.1 0.7 0.3 0.366
P 1.475446 -3.478943 -4.472968 0.8 -1.4 -1.2 0.251
O 1.897942 -3.301005 -5.974679 -1.2 -0.3 2.9 -0.736
O 2.420432 -3.001514 -3.392065 3.5 2.4 2.5 -0.429
O 1.378306 -4.925763 -3.858735 -0.6 -2.5 0.1 -0.691
O 0.175040 -2.901510 -3.960577 -3.8 1.9 0.3 -0.611
P 3.562640 3.571473 -6.514031 0.1 0.4 -0.7 0.629
O 4.067613 4.987865 -7.003864 0.0 -0.2 1.0 -0.806
O 4.105230 3.229491 -5.067471 -0.1 0.2 0.4 -0.716
O 4.025739 2.509270 -7.552148 -0.4 0.3 0.7 -0.796
O 1.995662 3.670593 -6.476675 -0.5 -0.5 0.4 -0.732
C -2.329578 -5.328089 6.109564 -0.6 0.0 0.4 -0.514
C -3.763600 -5.292002 5.512834 -1.3 -0.2 0.2 -0.455
C -3.626883 -4.721138 4.124955 1.0 -0.4 -0.7 -0.392
O -2.370235 -4.101773 4.140143 1.3 1.4 -0.9 -0.379
C -1.451446 -4.757585 4.967831 -0.8 -0.8 1.1 -0.386
H -2.048372 -6.323453 6.453469 0.1 -0.2 -0.5 0.317
H -2.272459 -4.751448 7.032771 -0.1 0.4 -0.2 0.197
H -4.500511 -4.679894 6.032825 0.4 0.1 0.6 0.245
H -4.261452 -6.255232 5.401333 0.3 -0.3 0.4 0.288
H -4.318497 -3.976775 3.730383 -0.3 0.0 0.6 0.274
H -3.613872 -5.524350 3.388210 0.0 -0.3 -0.2 0.239
H -0.694856 -4.063341 5.333494 -0.1 0.2 -0.2 0.297
H -0.940456 -5.601719 4.504789 0.0 0.0 -0.6 0.263
O 3.422594 -5.526506 1.135459 0.6 -0.6 0.2 -0.473
S 4.797329 -5.927917 1.088409 4.0 -0.4 -0.9 1.029
O 5.874559 -5.143307 1.734264 -2.3 -1.2 -0.8 -0.596
O 4.929212 -7.505972 1.658749 -1.0 2.5 -0.8 -0.299
C 6.193655 -8.119163 1.792705 0.9 -2.1 1.9 -0.340
C 6.207877 -8.835887 3.213606 1.1 0.3 -1.2 -1.202
C 5.405136 -6.259970 -0.692383 -0.9 0.0 1.3 -0.884
H 7.135230 -7.583044 1.673988 -0.6 1.2 0.2 0.389
H 6.312408 -8.897672 1.039100 -0.5 -0.2 -0.2 0.365
H 6.018807 -8.175746 4.060114 -0.8 0.0 -0.3 0.323
H 7.225590 -9.149555 3.445915 0.3 -0.1 -0.4 0.386
H 5.654830 -9.774347 3.174494 -0.5 0.4 0.3 0.299
H 5.778786 -5.399403 -1.247275 -0.5 0.3 0.5 0.331
H 4.534180 -6.696673 -1.181085 0.2 -0.1 -0.1 0.355
H 6.244976 -6.949028 -0.603100 -0.3 -0.2 0.2 0.316
O 1.257939 1.988052 6.017908 -1.0 1.4 1.1 -0.545
S 0.595096 3.157205 6.596540 0.5 -1.3 1.2 1.140
O -0.069518 4.066748 5.710748 -0.1 -0.3 0.8 -0.603
O -0.533924 2.680540 7.790031 1.5 2.6 -3.1 -0.372
C -0.265561 1.591115 8.619896 -0.7 -1.9 -0.7 -0.185
C -0.907547 0.346130 7.910739 0.9 0.8 -0.1 -1.084
C 1.814814 4.082698 7.666236 -1.6 -0.6 -0.8 -0.904
H -0.783940 1.914733 9.522487 0.2 -0.7 0.3 0.297
H 0.798761 1.418305 8.779442 0.1 0.2 0.2 0.271
H -1.862976 0.644629 7.479275 -0.6 -0.3 1.0 0.331
H -0.832976 -0.565637 8.503375 -0.6 0.1 0.1 0.358
H -0.399611 0.127852 6.971343 0.8 0.1 0.2 0.279
H 1.228432 4.614782 8.415333 0.0 -0.2 0.0 0.317
H 2.243391 4.820484 6.987948 0.4 -0.4 0.1 0.393
H 2.465540 3.328428 8.108640 0.2 0.3 -0.2 0.305
O -6.002255 -4.673357 -1.756216 2.5 -1.1 -0.5 -0.592
S -4.735065 -5.301798 -2.170837 -0.7 -1.3 -0.7 1.030
O -3.463655 -5.066230 -1.486900 -2.2 -0.3 -0.8 -0.488
O -4.921616 -6.996527 -2.165213 0.7 2.0 1.0 -0.311
C -6.031935 -7.477477 -2.883613 -1.7 -1.3 -0.8 -0.162
C -6.347423 -8.953207 -2.496845 0.7 0.6 0.8 -1.282
C -4.484007 -5.104136 -4.017537 -0.5 0.5 2.4 -1.028
H -5.814107 -7.419823 -3.950071 0.0 0.0 -0.1 0.301
H -6.934825 -6.901836 -2.679841 0.1 0.3 0.0 0.346
H -5.439780 -9.540273 -2.636987 -0.1 -0.1 0.2 0.308
H -7.179763 -9.495503 -2.945429 0.1 0.7 -0.9 0.370
H -6.658909 -8.953050 -1.452297 0.5 -0.1 0.3 0.314
H -4.307659 -4.028518 -4.010045 0.6 -0.1 -0.7 0.424
H -5.412829 -5.312943 -4.548380 0.2 -0.2 0.2 0.371
H -3.649839 -5.779822 -4.206517 0.0 0.5 -0.4 0.377
O -6.060859 1.718068 4.116020 -0.7 2.2 -1.8 -0.576
S -6.246970 2.918643 3.278625 0.9 0.4 0.9 1.054
O -5.499526 3.078740 2.022980 -2.1 -0.5 2.0 -0.535
O -7.890597 3.201515 3.051167 3.4 -0.1 -1.0 -0.321
C -8.706318 3.028416 4.160574 -2.8 -1.4 0.5 -0.277
C -9.814256 1.954773 3.851746 0.8 0.4 1.3 -1.043
C -5.884679 4.413562 4.305017 0.0 -0.4 0.1 -0.869
H -9.338159 3.898964 4.336733 0.8 0.7 -0.1 0.325
H -8.256257 2.742562 5.111274 0.8 0.2 -0.4 0.384
H -9.645871 1.305524 2.992543 0.0 0.5 -0.1 0.284
H -10.735165 2.537891 3.854765 -0.3 -0.7 -0.5 0.300
H -9.795847 1.314071 4.733371 -0.5 -0.2 -0.1 0.291
H -6.593469 4.472307 5.131013 -0.1 -0.2 -0.2 0.315
H -5.925970 5.337518 3.728213 -0.2 -0.4 -0.3 0.313
H -4.895858 4.360959 4.760606 0.1 -0.5 -0.3 0.351
O 5.198241 -0.054536 8.582696 1.8 0.1 -1.9 -0.621
S 6.273830 0.055494 7.582018 -0.4 -0.1 1.2 1.154
O 6.427384 1.273242 6.795730 0.0 -1.9 1.2 -0.576
O 7.709317 -0.182583 8.371021 -1.0 1.6 -2.3 -0.318
C 7.936424 -1.294716 9.175002 0.9 -0.7 1.9 -0.113
C 9.464427 -1.404279 9.455232 -0.5 0.0 -0.9 -1.203
C 6.338429 -1.387010 6.446943 1.1 0.7 0.8 -0.970
H 7.615676 -2.250940 8.761692 -0.3 0.1 -0.3 0.280
H 7.390187 -1.117375 10.101457 0.0 -0.3 0.1 0.300
H 9.938063 -1.900505 8.608172 0.0 -0.1 -0.1 0.300
H 9.678995 -2.019113 10.329327 -0.2 0.3 0.1 0.354
H 9.951067 -0.429692 9.492984 -0.3 0.0 0.5 0.322
H 7.406754 -1.444066 6.238256 0.0 0.4 -0.6 0.358
H 5.767086 -1.153382 5.548580 -0.1 -0.3 0.3 0.391
H 6.207215 -2.340961 6.957682 -1.0 0.3 0.0 0.340
O -8.632673 1.828868 -4.528588 2.9 0.2 1.5 -0.601
S -7.352024 1.724866 -3.788415 0.2 -1.0 0.0 1.078
O -6.309821 0.758800 -4.170718 -1.8 2.2 0.1 -0.548
O -6.590057 3.217438 -3.622025 -0.4 -2.3 -1.0 -0.242
C -7.426888 4.300567 -3.320841 -0.8 1.8 1.1 -0.025
C -6.549168 5.433073 -2.833726 2.1 0.1 -1.1 -1.361
C -7.662621 1.377333 -2.015539 0.0 0.9 -1.5 -0.874
H -8.102655 4.051287 -2.502738 -0.4 -0.2 -0.3 0.276
H -7.967528 4.714351 -4.172065 -0.3 -0.7 -0.2 0.261
H -5.729743 5.080616 -2.207300 -0.5 0.0 0.9 0.322
H -6.962025 6.394703 -2.528924 -0.5 -0.5 0.4 0.368
H -5.928209 5.702924 -3.687947 -0.1 0.2 -0.5 0.354
H -6.686612 1.340827 -1.531621 -0.2 -0.4 -0.1 0.307
H -8.242427 0.454885 -2.047173 0.1 0.1 0.4 0.385
H -8.209564 2.245693 -1.648234 -0.3 -0.4 0.2 0.303
```
Forces are in eV/Å.

The calculation puts the calculated total energy at -212529.96059 eV. As for the charge: 0. Its multiplicity is 1. For the highest occupied orbital energy, the calculation gives -2.4 eV. The LUMO energy comes out at -0.03634 Eh. Its HOMO-LUMO gap is 1.4 eV.